No. 1
58
Properties=species:S:1:pos:R:3 method="wB97M-V/def2-TZVPD" max_force_ev_per_a=0.71 homo_lumo_gap_ha="0.282 / 0.225" s_squared=6.070 e_homo_ev="-10.6 / -11.7" lumo_ev="-2.90 / -5.57" multiplicity=5 molar_mass_g_mol=585.04 relative_energy_kcal_mol=22.99 charge=+1
Pd -0.18907 0.32227 0.24651
C -4.80872 1.34354 1.30930
C -4.58348 0.26737 0.29329
C -5.52985 -0.71482 0.11101
C -5.31824 -1.78438 -0.75761
C -4.11971 -1.91329 -1.45364
C -3.11828 -0.98562 -1.29030
C -1.86668 -1.04654 -2.10260
C -3.34279 0.14703 -0.42498
N -2.31465 0.99992 -0.32078
C -2.47090 2.37055 -0.31013
O -3.49415 2.95937 -0.58705
C -1.19154 3.13416 -0.08400
C -1.17666 4.52068 -0.13914
C 0.03893 5.17276 -0.00490
C 1.19741 4.43152 0.17449
C 1.09013 3.04987 0.22678
N -0.07805 2.43394 0.10425
C 2.30166 2.18678 0.42676
O 3.39792 2.68929 0.55709
N 2.05031 0.83111 0.59406
C 3.06746 -0.04456 0.42422
C 3.25454 -1.04478 1.43405
C 2.52804 -0.93752 2.73509
C 4.23872 -1.99720 1.25864
C 5.01464 -2.00888 0.11093
C 4.82411 -1.05448 -0.89103
C 3.88969 -0.05508 -0.76167
C 3.64666 0.88182 -1.90787
H -5.61893 1.05576 1.97617
H -5.06232 2.29029 0.83605
H -3.91264 1.50368 1.91230
H -6.45756 -0.66559 0.66647
H -6.09686 -2.52493 -0.88752
H -3.97949 -2.73964 -2.13838
H -1.86717 -1.91914 -2.75372
H -0.96675 -1.09589 -1.47576
H -1.75623 -0.15318 -2.71706
H -2.10506 5.05074 -0.29464
H 0.08543 6.25259 -0.04570
H 2.17124 4.88831 0.27617
H 1.52545 -0.54065 2.61500
H 3.06490 -0.24270 3.38706
H 2.48338 -1.90133 3.24018
H 4.42221 -2.72464 2.03982
H 5.77765 -2.76683 -0.01329
H 5.41908 -1.11477 -1.79321
H 4.10317 0.48723 -2.81358
H 4.06826 1.86495 -1.71305
H 2.57786 1.00665 -2.09760
C 1.53594 -4.42713 0.02163
O 1.10565 -3.25582 0.76322
C -0.15908 -2.98340 0.77088
S -1.43965 -3.79277 0.10048
S -0.80228 -1.63118 1.60263
H 2.61517 -4.44082 0.12617
H 1.24302 -4.31783 -1.02039
H 1.08812 -5.31679 0.45893

---

No. 2
65
Properties=species:S:1:pos:R:3 method="wB97M-V/def2-TZVPD" max_force_ev_per_a=0.18 homo_lumo_gap_ha="0.236 / 0.236" e_homo_ev="-14.5 / -14.6" lumo_ev="-8.10 / -8.15" multiplicity=1 molar_mass_g_mol=823.97 relative_energy_kcal_mol=0.00 charge=+2
Os -0.37752 -0.42988 0.04958
S -1.64818 -7.44553 -2.24995
N -0.27718 -6.76815 -1.75607
C -0.55794 -5.50972 -1.45585
C 0.38522 -4.52735 -0.96033
C 1.74257 -4.77012 -0.72119
C 2.52325 -3.74397 -0.24208
C 1.95520 -2.49220 -0.00250
N 0.66682 -2.25312 -0.22612
C -0.10877 -3.25389 -0.70298
C -1.49449 -2.91609 -0.92573
N -1.85600 -1.63544 -0.64261
C -3.13620 -1.26282 -0.77808
C -4.10182 -2.14623 -1.23448
C -3.74744 -3.44396 -1.54393
C -2.41761 -3.84623 -1.38666
C -1.92052 -5.17934 -1.65992
N -2.64457 -6.19170 -2.11087
H 2.15175 -5.75312 -0.91421
H 3.57526 -3.88578 -0.04054
H 2.54790 -1.67656 0.38847
H -3.36916 -0.23862 -0.52617
H -5.12068 -1.80250 -1.33769
H -4.47892 -4.15858 -1.89950
O -1.23912 -1.05151 2.00068
C -0.20682 -0.63325 2.59317
N 0.70565 -0.15357 1.75308
S 2.10775 0.39756 2.51265
O 2.20287 1.80894 2.33031
O 3.19925 -0.43940 2.13038
C 1.45650 -0.02568 4.10675
C 2.08334 0.15333 5.31764
C 1.38206 -0.24978 6.45383
C 0.11056 -0.80432 6.36252
C -0.50973 -0.97867 5.12989
C 0.18198 -0.57979 4.00175
H 3.07241 0.58424 5.39170
H 1.83941 -0.12739 7.42616
H -0.40317 -1.10370 7.26544
H -1.49917 -1.40804 5.05203
C -1.35263 4.61776 -3.73793
C -1.14721 3.13498 -3.91320
C 0.21968 2.73480 -4.41179
O -1.44413 2.44535 -2.60189
P -0.55029 2.27510 -1.36256
S -1.58154 1.65762 0.24075
S 0.68700 0.55834 -1.58793
O 0.31604 3.54277 -1.21005
C 1.20226 3.80431 -0.01490
C 2.62354 3.77196 -0.51144
C 0.75741 5.12351 0.55895
H -1.30502 5.09095 -4.71913
H -0.57809 5.05443 -3.10933
H -2.33111 4.82818 -3.30948
H -1.92575 2.70803 -4.54077
H 1.01085 3.13177 -3.77273
H 0.36225 3.15506 -5.40729
H 0.31568 1.65175 -4.49559
H 1.01664 2.99529 0.69111
H 2.79661 4.55920 -1.24520
H 2.87137 2.80736 -0.95645
H 3.29289 3.93140 0.33366
H 0.89203 5.92545 -0.16698
H 1.36405 5.34862 1.43614
H -0.28729 5.08793 0.86546